(1)
Below is a molecular structure, C43H62N2O2P3SSiV, with properties calculated with ωB97M-V/def2-TZVPD.

Atoms and positions in Å:
V (-0.34072, 0.01943, 0.20359)
C (0.42125, -4.22522, -2.56607)
C (-0.04944, -2.80708, -2.26707)
C (0.67855, -1.75739, -3.06880)
P (-0.02373, -2.46355, -0.44247)
C (-1.59387, -3.38713, 0.15570)
C (-1.46900, -4.78453, 0.71122)
C (-2.67740, -3.44088, -0.92364)
C (1.43352, -3.23472, 0.39247)
C (1.63541, -4.62500, 0.42659)
C (2.76043, -5.13851, 1.04417)
C (3.66604, -4.29010, 1.68196)
C (3.46420, -2.90313, 1.62449)
C (2.35745, -2.33262, 0.93627)
Si (2.03314, -0.56624, 0.47797)
C (3.60364, 0.37098, 0.07704)
C (4.93741, 0.02216, 0.31377)
C (5.93396, 0.95619, 0.31761)
C (5.59648, 2.32166, 0.23429)
C (4.27695, 2.67994, -0.08829)
C (3.31467, 1.68376, -0.25111)
P (1.60732, 1.81774, -1.02086)
C (1.04710, 3.61157, -0.96914)
C (1.72758, 4.63381, -1.84600)
C (-0.46077, 3.73513, -1.13351)
C (2.12412, 1.37813, -2.76626)
C (3.42625, 1.99727, -3.28440)
C (0.95233, 1.57031, -3.73190)
C (0.78115, -0.18063, 2.78372)
C (1.73713, -0.36195, 3.87846)
C (1.34271, -0.61376, 5.14558)
C (-0.01438, -0.55664, 5.49325)
C (-0.97177, -0.20628, 4.63700)
C (-0.72740, -0.03255, 3.21033)
P (-1.69504, 0.98304, 2.09660)
C (-3.44233, 0.53678, 2.45956)
C (-3.71478, -0.98084, 2.65903)
C (-4.50642, 1.08236, 1.52394)
C (-1.56575, 2.70910, 2.70910)
C (-0.11457, 3.16663, 2.56188)
C (-2.53533, 3.74907, 2.09986)
H (0.35417, -4.44634, -3.66972)
H (-0.10173, -5.00679, -2.05184)
H (1.49425, -4.32652, -2.33123)
H (-1.11799, -2.70671, -2.48128)
H (1.73810, -1.86950, -2.94673)
H (0.41327, -0.78631, -2.71784)
H (0.54745, -1.81110, -4.17160)
H (-1.95535, -2.73089, 0.96281)
H (-1.16428, -5.46711, -0.04143)
H (-2.45774, -5.10760, 1.04918)
H (-0.77560, -4.88163, 1.56138)
H (-2.40832, -4.22547, -1.64854)
H (-2.83281, -2.48870, -1.41673)
H (-3.63646, -3.70756, -0.47448)
H (0.90928, -5.28262, 0.02567)
H (2.95115, -6.19486, 0.91051)
H (4.50291, -4.70563, 2.20791)
H (4.18841, -2.22384, 2.08254)
H (5.18867, -1.00151, 0.53879)
H (6.98692, 0.66873, 0.47583)
H (6.37989, 3.09102, 0.34161)
H (4.02693, 3.73849, -0.27323)
H (1.32383, 3.79732, 0.07158)
H (1.60588, 4.40983, -2.90566)
H (2.82286, 4.74826, -1.62729)
H (1.33532, 5.64590, -1.70418)
H (-0.73607, 3.77895, -2.19848)
H (-0.77063, 4.67368, -0.68963)
H (-1.08588, 2.94893, -0.68150)
H (2.33817, 0.27796, -2.68755)
H (3.36065, 3.07006, -3.45078)
H (3.63097, 1.55935, -4.23170)
H (4.27181, 1.80375, -2.61449)
H (0.85088, 2.59301, -4.04807)
H (0.00488, 1.22774, -3.37029)
H (1.09330, 0.92482, -4.60542)
H (2.77804, -0.21860, 3.66137)
H (2.07975, -0.76554, 5.88668)
H (-0.23053, -0.78435, 6.51871)
H (-2.01072, -0.05299, 4.92255)
H (-3.60893, 1.08688, 3.39062)
H (-3.62375, -1.51296, 1.69074)
H (-4.74246, -1.03958, 2.99469)
H (-3.05933, -1.41260, 3.41731)
H (-4.76833, 0.36005, 0.75962)
H (-4.32196, 1.99487, 1.03845)
H (-5.42516, 1.26239, 2.07463)
H (-1.86448, 2.65184, 3.79303)
H (0.17267, 3.11871, 1.50376)
H (0.62320, 2.59199, 3.09128)
H (0.04132, 4.20270, 2.83486)
H (-2.36615, 3.90616, 1.03111)
H (-2.44483, 4.71616, 2.58292)
H (-3.59618, 3.50037, 2.21435)
C (0.20425, -3.21510, 3.51004)
O (-0.43997, -2.48505, 2.50077)
C (-0.19957, -1.13554, 2.26984)
O (1.35547, 0.54106, 1.69698)
H (-0.12841, -4.22200, 3.35880)
H (-0.05608, -2.86916, 4.48566)
H (1.30322, -3.16916, 3.38949)
C (-4.33378, 3.50782, -4.40212)
C (-3.66971, 2.18615, -3.95836)
C (-3.36505, 1.16007, -4.87340)
C (-2.58349, 0.10112, -4.49083)
N (-2.23593, -0.01755, -3.22088)
C (-2.62382, 0.94335, -2.39136)
S (-2.35787, 0.63610, -0.69457)
N (-3.27063, 2.07533, -2.70325)
H (-4.74784, 3.49696, -5.40227)
H (-3.58032, 4.32113, -4.36780)
H (-5.08369, 3.84166, -3.69936)
H (-3.76804, 1.20610, -5.89698)
H (-2.28406, -0.63216, -5.20113)

* total charge: +1
* HOMO energy (alpha / beta): -10.214 / -10.180 eV
* E_LUMO (alpha / beta): -2.83 / -2.42 eV
* 2S+1: 2
* ΔE to the lowest compared entry with this formula, charge and spin: 3.519 eV
* HOMO-LUMO gap (alpha / beta): 0.2714 / 0.2853 Eh

These are the Mulliken partial charges, in e, on atoms 1 to 8: atom 1 (V): 1.18, atom 2 (C): -1.71, atom 3 (C): 0.94, atom 4 (C): -1.20, atom 5 (P): 1.38, atom 6 (C): 2.70, atom 7 (C): -2.18, atom 8 (C): -1.67

(2)
Below is a molecular structure, C43H65BCsGeIN3O10PSe, with properties calculated with ωB97M-V/def2-TZVPD.

Atoms and positions in Å:
Cs (-0.53712, -0.49029, 0.80981)
O (-2.29306, 3.42404, 2.13425)
C (-2.04801, 2.25176, 1.83440)
O (-0.90869, 1.74524, 1.67148)
C (-3.24864, 1.30859, 1.72066)
C (-4.44292, 1.71625, 2.35023)
C (-5.49674, 0.84593, 2.41785)
C (-5.36951, -0.42939, 1.82591)
C (-6.36175, -1.42215, 1.91754)
C (-6.17992, -2.64480, 1.32037)
C (-5.03023, -2.88928, 0.56046)
C (-4.04643, -1.93950, 0.44717)
C (-4.16397, -0.70390, 1.11714)
N (-3.12932, 0.15786, 1.09859)
H (-4.47573, 2.70807, 2.77850)
H (-6.42262, 1.10739, 2.92090)
H (-7.26183, -1.20404, 2.48155)
H (-6.92773, -3.42042, 1.43250)
H (-4.92066, -3.84131, 0.06037)
H (-3.15895, -2.12182, -0.13752)
O (-0.57093, -2.65357, -3.18534)
C (0.75519, -2.26008, -3.44164)
C (1.77521, -3.07525, -2.64084)
C (1.89566, -2.61360, -1.17466)
C (3.23789, -2.02150, -0.88415)
C (4.39296, -2.80931, -0.93401)
C (5.62231, -2.21846, -0.71314)
C (5.66811, -0.86180, -0.41688)
C (4.46959, -0.17064, -0.34699)
N (3.29703, -0.72887, -0.59155)
H (-0.80210, -2.36905, -2.29140)
H (0.88600, -1.18623, -3.24597)
H (0.90025, -2.44389, -4.51236)
H (2.74946, -3.00085, -3.13144)
H (1.45461, -4.11694, -2.67584)
H (1.72123, -3.46348, -0.51162)
H (1.13033, -1.87032, -0.94648)
H (4.31099, -3.86663, -1.14038)
H (6.53209, -2.80602, -0.75094)
H (6.60852, -0.35532, -0.24917)
H (4.42784, 0.87885, -0.07905)
C (4.27295, 4.36808, -5.45304)
Ge (4.05201, 3.55939, -3.62769)
C (5.44478, 2.17090, -3.37797)
C (4.32782, 4.96998, -2.26135)
C (2.26569, 2.72681, -3.41478)
Se (2.07996, 1.85424, -1.62943)
C (0.66568, 2.97730, -0.95858)
H (5.26991, 4.78407, -5.57183)
H (3.55254, 5.16387, -5.61790)
H (4.12678, 3.61457, -6.22115)
H (6.42357, 2.60400, -3.19011)
H (5.51971, 1.52174, -4.24518)
H (5.16261, 1.56275, -2.52357)
H (5.35337, 5.33029, -2.26600)
H (4.11730, 4.54743, -1.28405)
H (3.66765, 5.81798, -2.41758)
H (2.08768, 1.95965, -4.16581)
H (1.46054, 3.45308, -3.47812)
H (0.98692, 4.01775, -0.95791)
H (0.43962, 2.65263, 0.05255)
H (-0.21424, 2.82680, -1.58073)
N (0.96716, 2.16977, 3.67043)
C (2.19423, 1.62847, 3.56777)
O (2.87839, 1.63989, 2.55786)
C (2.72551, 1.01769, 4.83395)
I (2.77472, 2.48411, 6.54791)
H (0.40097, 2.31192, 2.82787)
H (0.43306, 2.00227, 4.50638)
H (3.75046, 0.68077, 4.71591)
H (2.08490, 0.22283, 5.20298)
C (-1.23099, -7.12815, 2.12705)
C (-2.22979, -6.16828, 1.48012)
C (-3.61375, -6.35207, 2.12115)
C (-2.30271, -6.43653, -0.02513)
O (-1.87691, -4.82272, 1.70468)
P (-0.36128, -4.22339, 1.46966)
O (0.38407, -4.97042, 0.42973)
O (-0.55490, -2.75287, 1.36135)
O (0.38586, -4.62421, 2.88660)
C (0.20894, -3.92253, 4.09617)
C (-1.25551, -3.56537, 4.34935)
C (0.71867, -4.85191, 5.21013)
C (1.05808, -2.64719, 4.07785)
H (-1.52629, -8.16166, 1.94779)
H (-1.17827, -6.94490, 3.19802)
H (-0.25211, -6.93987, 1.70010)
H (-3.99439, -7.35262, 1.92435)
H (-4.30382, -5.61629, 1.71804)
H (-3.54839, -6.20594, 3.19748)
H (-2.57707, -7.47057, -0.22842)
H (-1.32941, -6.22204, -0.45261)
H (-3.02739, -5.76993, -0.48400)
H (-1.85715, -4.46931, 4.44249)
H (-1.62303, -2.99917, 3.49960)
H (-1.34078, -2.97270, 5.26080)
H (0.11897, -5.75856, 5.24881)
H (0.67288, -4.34570, 6.17392)
H (1.74580, -5.13940, 5.00018)
H (0.71137, -2.01776, 3.26494)
H (2.10082, -2.90108, 3.88892)
H (0.97355, -2.12125, 5.03031)
C (-6.58124, 4.05699, -5.51312)
C (-6.11964, 2.79733, -6.25950)
C (-6.19810, 3.07970, -7.76459)
C (-7.07737, 1.63560, -5.95443)
C (-4.71672, 2.41828, -5.79627)
C (-3.61851, 2.43387, -6.64890)
C (-2.34655, 2.04479, -6.23860)
C (-2.18814, 1.61953, -4.93813)
O (-1.10715, 1.15408, -4.29475)
B (-1.51002, 0.80568, -2.97017)
O (-2.88990, 1.14041, -2.86893)
C (-3.28566, 1.61365, -4.05792)
C (-4.53657, 2.02073, -4.46815)
H (-7.58292, 4.34460, -5.83412)
H (-5.90049, 4.88235, -5.71548)
H (-6.59886, 3.88570, -4.44047)
H (-7.22913, 3.30391, -8.03992)
H (-5.87591, 2.21260, -8.33816)
H (-5.58367, 3.93550, -8.03759)
H (-8.08813, 1.87929, -6.28132)
H (-7.10527, 1.42018, -4.89065)
H (-6.74922, 0.73690, -6.47406)
H (-3.72749, 2.75228, -7.67465)
H (-1.51622, 2.06091, -6.93021)
H (-5.34963, 2.01232, -3.75823)

* total charge: -2
* HOMO energy: -0.592 eV
* E_LUMO: 3.05 eV
* HOMO-LUMO gap: 0.1340 Eh

These are the Mulliken partial charges, in e, on atoms 1 to 8: atom 1 (Cs): 1.83, atom 2 (O): -0.81, atom 3 (C): -0.06, atom 4 (O): -0.36, atom 5 (C): 0.32, atom 6 (C): -0.58, atom 7 (C): -0.85, atom 8 (C): 1.18

Q: Which of these has the highest total charge?
A: C43H62N2O2P3SSiV